200
Properties=species:S:1:pos:R:3:forces:R:3 method="wB97M-V/def2-TZVPD" energy_ev=-97988.576 relative_energy_kj_mol=326.3 e_lumo_ev=0.417 orbital_gap_ha=0.3216 smiles=COC[C@H](C)N.COC[C@H](C)N.COC[C@H](C)N.COC[C@H](C)N.COCCNCCOC.COCCNCCOC.COCCNCCOC.COCCNCCOC.COCCNCCOC.CO.CO
H 2.6917 -17.5575 11.0504 0.328 -0.255 -0.181
H 0.3826 -16.6354 1.3903 0.441 -0.169 0.257
H 10.4934 -19.6101 1.6426 0.145 0.062 -0.260
H -2.8518 -16.3703 7.0632 0.203 0.133 0.599
C 1.1506 -14.1316 6.8041 0.505 0.495 0.068
H 3.5135 -25.1604 1.2963 -0.201 -0.287 -0.578
H 7.5725 -16.7430 5.2206 -0.097 -0.379 0.939
N 2.6256 -17.8872 6.8161 1.713 1.618 -0.712
C 5.3232 -21.7583 5.2825 0.594 0.489 -0.788
C 2.1581 -10.2456 9.7080 -1.753 2.467 -0.755
H 1.0586 -18.8052 6.0665 -0.689 -0.682 0.312
H 1.3113 -27.2718 15.2440 -0.006 0.095 -0.664
H -0.2096 -9.7160 9.0185 -0.824 0.231 0.193
H 1.4819 -10.3810 7.7520 -0.163 0.184 -0.424
O 3.1674 -26.7461 14.4664 0.447 -0.725 0.385
C 0.1362 -7.7600 9.4274 0.793 0.024 2.455
H 7.6122 -22.8146 9.3163 -0.126 -0.309 0.255
C 10.9279 -18.1348 3.1535 1.325 -0.741 -0.873
C 4.0621 -17.7787 6.6106 0.384 -0.199 1.368
C 2.2792 -27.7348 15.0519 0.854 0.590 0.177
H 8.7280 -21.0620 10.3719 -0.035 0.191 0.624
H 1.4977 -14.0904 7.8365 -0.094 -0.671 0.396
C -0.1922 -27.4463 5.7664 1.729 1.904 0.706
H 0.7550 -6.9200 9.1118 0.151 -0.233 -0.276
C 0.7912 -16.5461 0.3838 0.702 -0.601 -1.508
H -0.2396 -22.4126 9.1297 0.061 0.115 0.107
H -2.5603 -4.9528 8.4458 0.630 0.148 -0.378
N 0.1259 -15.4690 -0.3367 -0.299 0.623 0.534
H 2.8760 -27.0483 3.0225 0.083 0.315 0.156
H 0.4150 -27.7587 6.6160 0.309 -0.199 0.101
O 3.6550 -27.7552 1.3532 -1.248 -0.099 1.983
H -0.5938 -28.4346 3.8095 -0.068 0.729 -0.222
H 0.0355 -23.2613 6.4635 -0.241 -0.350 -0.321
O 5.8036 -12.8306 11.7066 -0.211 1.163 0.289
C 7.5238 -17.6208 4.5764 1.198 0.594 -0.799
O 3.0861 -17.0582 1.3479 -1.314 1.083 -0.843
H 4.3209 -22.9509 12.4339 -0.359 0.017 -0.578
H 6.8995 -24.0658 12.8008 0.105 0.327 -0.448
H 6.3127 -19.2824 10.7499 0.182 -0.219 -0.663
C 4.5861 -26.9685 14.6308 0.036 1.437 -0.447
H -0.3935 -17.9719 7.5926 0.321 0.676 -0.415
O 6.0655 -22.4758 4.3003 -0.699 -1.007 -0.888
H 2.7219 -24.5091 3.3690 -0.093 -0.706 -0.028
C 6.5287 -22.1344 13.9815 -0.410 -2.385 -0.364
H 5.5935 -28.0214 0.9014 0.581 0.635 -0.158
H 4.3097 -22.1144 5.4671 0.192 -0.284 0.100
C -1.2535 -7.2357 9.5092 -1.772 2.672 -1.934
H 6.4838 -26.1596 14.0472 0.017 -0.326 0.262
H 2.4211 -19.5560 5.4493 0.821 0.331 -0.015
H 3.2133 -10.2851 9.4379 0.243 -1.160 0.671
H 3.7657 -22.0280 13.7841 0.111 0.364 0.489
C 7.7562 -20.1666 8.7576 1.002 0.805 -0.836
H -2.0481 -7.8156 9.9786 0.386 -0.111 0.744
H 6.0878 -23.1472 2.3040 0.110 -1.058 0.753
H 9.7462 -16.3820 3.5966 -0.066 0.261 0.248
C 4.6455 -27.8149 0.4045 0.841 -0.125 0.012
H -1.3829 -14.5055 6.5233 -1.041 0.657 0.865
H 4.6043 -23.8628 14.0049 -0.018 -0.912 -0.161
H 3.3141 -22.4257 3.5555 0.264 -0.257 0.705
C 0.0902 -28.4490 4.6580 -0.676 -0.096 -0.053
N -1.5358 -27.4496 6.2333 -2.019 -0.675 -0.699
H 2.4838 -17.7291 7.8035 -0.401 -0.100 0.077
O 5.6525 -21.5548 12.9961 1.995 0.375 1.183
H 6.4931 -22.5044 10.7240 0.044 -0.362 -0.120
H 0.2856 -21.3996 10.4776 0.183 0.241 -0.017
H -1.5341 -7.2534 8.4561 -0.451 0.229 -0.342
H 10.0112 -20.0716 3.1989 0.385 -0.483 0.428
H 1.1106 -28.3852 4.2799 -0.028 -0.121 0.170
C 6.9931 -13.5722 11.7166 -0.066 -0.858 -0.448
H 9.0871 -21.1340 5.9171 0.925 -0.420 0.388
C 6.6675 -23.7978 13.8315 -1.170 2.035 0.075
H 5.7557 -16.6201 7.3412 0.293 -0.475 -0.221
H 1.9736 -9.6796 10.6211 0.835 0.914 -0.139
H 6.1755 -21.9513 14.9963 -0.379 -0.001 0.054
N 5.4019 -24.4311 14.2518 0.755 -1.278 0.697
C -2.1279 -18.5874 8.2431 -0.182 -0.135 2.142
O 0.2349 -25.3911 6.8902 -0.126 1.170 0.006
H 6.9262 -18.4726 4.9013 -0.083 0.429 0.203
O 3.2432 -20.8861 7.5129 0.221 0.024 0.839
C -0.9293 -15.2349 7.1944 0.075 1.308 -2.524
C 0.6342 -24.0134 6.9774 1.152 -0.756 0.674
C 2.6808 -17.3996 12.1288 -0.500 0.826 -1.079
C 1.5986 -9.5268 8.4189 -0.636 -0.656 1.700
H 2.6035 -12.1279 11.6747 0.078 1.115 0.009
N 11.8309 -18.1933 4.3018 -0.750 0.415 0.058
C 2.0547 -19.1194 6.3784 -0.565 0.891 -0.374
H 0.7093 -13.1417 6.6877 -0.854 0.044 -0.358
H 6.7288 -20.0143 8.4268 -0.320 -0.533 -0.645
O -1.2636 -5.8068 9.9436 0.705 -0.304 -0.348
C 2.3075 -12.2801 10.6368 -0.442 -2.340 -0.208
H 5.3606 -25.9729 12.7813 -0.513 -0.346 -0.216
H 3.6047 -17.7962 12.5498 -0.270 -0.088 0.302
H 3.1713 -12.4516 9.9946 0.312 0.281 0.189
C 3.8319 -26.9165 2.5155 -0.174 0.812 -0.733
H 1.8588 -13.2704 10.7154 -0.450 -0.066 -0.221
C 2.0408 -20.1387 7.4439 -0.680 -1.196 -0.727
H -2.3189 -19.2588 7.4059 -0.274 -0.123 -0.220
H 5.1406 -25.3818 1.7610 0.263 0.474 0.783
O 1.3965 -11.4014 10.0086 1.540 -0.531 -0.362
H 4.9762 -27.9112 14.2473 -0.564 -0.426 -0.250
C 3.1510 -16.2969 2.5394 0.978 0.193 -0.348
H 7.4658 -24.2398 14.4278 0.170 0.501 0.266
H 6.5629 -20.5335 11.7817 -0.083 0.155 -0.037
H 1.6940 -23.9301 6.7365 0.126 0.081 -0.938
H 11.4793 -17.7245 2.3076 -0.162 1.060 0.158
H 3.3268 -15.6055 12.6715 -0.015 -0.043 0.027
C 5.4386 -25.9082 13.8666 -0.360 1.600 0.335
H -1.3573 -19.1218 10.3730 0.147 0.806 -0.238
H -3.0526 -18.1469 8.6159 -0.324 0.081 -0.409
H 6.1400 -21.9318 9.0656 -0.110 0.121 0.211
C 4.6659 -16.6139 7.3623 -0.011 -0.074 0.065
C 7.6994 -20.8144 10.1096 -1.531 -0.294 -1.249
H 0.4403 -8.0558 10.4315 0.434 0.496 0.532
H 6.6582 -14.5383 12.0941 0.786 -0.251 0.021
O -0.7627 -20.4519 8.8954 -0.283 -1.258 1.629
C 0.4440 -17.7888 -0.4280 0.576 -1.538 1.526
N 0.2406 -8.9122 8.6048 1.303 -1.499 -2.007
H 5.9370 -21.7372 6.1830 -0.180 -0.364 0.083
C 2.3350 -16.3248 0.3452 -0.492 -0.329 0.059
H 2.4021 -8.9074 8.0204 -0.467 0.554 -0.014
C -0.5383 -21.6009 9.7930 0.932 0.541 -1.202
H -2.1195 -27.6414 5.4316 -0.356 -0.438 -0.165
H -2.0750 -3.8424 9.7804 0.088 -0.427 0.251
H -0.3997 -18.2847 0.0521 -0.474 0.063 -0.492
C 3.2527 -21.6631 8.7018 0.673 0.120 0.284
C -1.7702 -16.5038 7.0421 3.009 -0.821 -0.570
N 3.7212 -24.4733 3.2264 1.298 -0.074 0.231
H 1.7963 -19.6541 8.3891 -0.154 -0.322 0.258
H 11.7972 -20.0726 2.7568 -0.286 -0.012 0.174
H 4.5829 -26.8977 -0.1811 0.763 -0.067 -0.382
H 5.9873 -15.6666 9.3417 0.441 -0.695 0.280
H 12.1594 -17.2643 4.5239 0.001 0.228 0.255
C 5.4686 -22.5516 2.9748 -0.717 -0.146 0.508
H 2.2121 -28.6299 14.4336 -0.149 0.092 -0.175
O 8.5749 -20.9959 7.8971 -0.864 0.029 1.117
C 0.3157 -25.9561 5.5990 -0.223 -1.488 -0.441
H 4.6344 -27.1515 3.2146 0.182 -0.987 -0.155
H 2.3798 -22.3067 8.8110 -0.073 -0.152 -0.257
H 4.6261 -14.7823 9.0449 -0.668 0.457 0.803
H -0.2509 -14.8519 0.3685 -0.003 0.645 -0.124
H 7.3688 -13.6667 10.6977 0.115 -0.269 -0.127
C 9.0297 -20.4042 6.7247 -1.272 0.735 -1.013
H 7.8063 -13.1426 12.3016 -0.203 -0.046 0.356
C 4.3499 -21.9511 12.8671 -0.996 -0.703 -0.352
H 3.8777 -21.2108 12.2213 -0.160 -0.212 -0.111
H 5.7204 -21.6203 2.4673 -1.207 0.865 0.173
C -2.3134 -4.8696 9.5042 0.033 -3.064 0.238
C 4.1254 -25.4421 2.1532 -1.836 0.638 -0.358
H 3.6471 -15.3587 2.2910 0.154 0.299 0.167
H 3.4446 -22.8088 1.9758 0.660 0.094 -0.882
H 4.2799 -17.7250 5.5439 0.282 -0.221 0.081
O 2.5224 -15.9808 12.3060 0.156 -0.221 0.331
H 1.2451 -18.5096 -0.2644 0.145 -0.193 -0.253
H -1.5102 -16.9451 6.0799 -0.506 0.725 -0.923
H 5.2631 -20.7187 4.9603 -0.312 0.387 -0.048
C 4.9146 -15.7151 9.5294 -0.050 -0.165 -1.518
H 0.3133 -17.6707 -1.5037 -0.031 0.390 0.162
H 7.4537 -21.5669 13.8796 0.146 -0.478 -0.246
C 10.8304 -19.5753 2.6786 -1.469 -0.248 -0.421
H -3.1888 -5.3270 9.9651 -0.550 1.001 0.413
H 2.4709 -15.2439 0.3084 0.493 0.253 0.880
H 8.2578 -19.7843 6.2686 -0.308 0.549 0.289
H 4.1802 -22.2287 8.7907 -0.206 -0.318 -0.694
H -0.1359 -29.4403 5.0507 0.519 -0.137 0.249
H -1.9133 -26.5588 6.5233 0.681 0.311 0.506
H 2.0515 -14.0687 6.1937 -0.071 -0.585 -0.244
C 3.9370 -23.0523 2.9173 1.399 0.632 -0.216
H 2.5741 -28.0500 16.0528 0.598 0.006 0.097
H 2.2012 -16.0216 2.9980 -0.235 -0.477 0.059
O 4.2897 -16.7645 8.7545 0.525 1.097 -0.452
H 9.0902 -17.5121 2.4002 -0.432 0.276 -0.241
H 3.3191 -21.0645 9.6103 -0.384 0.646 0.062
H 9.8900 -19.7490 6.8610 0.366 -0.321 -0.023
H 11.1523 -18.4532 5.0033 0.432 -0.140 1.044
H 0.7273 -23.7200 8.0230 -0.801 -0.401 0.193
H -0.2893 -25.4091 4.8759 -0.316 0.174 -0.092
H 4.4329 -15.7041 6.8091 -0.809 0.803 0.883
H 4.8931 -26.9348 15.6761 -0.333 0.130 0.307
H -2.5929 -20.1187 9.6805 -0.435 0.097 0.019
H 6.0641 -11.9313 11.9190 -0.444 0.223 -0.106
H 4.5252 -28.7031 -0.2157 -0.552 0.166 -0.192
C 9.5817 -17.4355 3.3700 0.903 -0.299 -1.218
H 2.7167 -16.6143 -0.6339 -0.112 -0.479 0.004
H -1.3259 -22.0172 10.4212 -0.826 0.725 -0.339
H 8.1137 -19.1369 8.7588 0.744 0.147 0.271
H 7.1259 -17.1320 3.6871 -0.285 -0.640 -0.585
N 6.9853 -19.9702 11.0576 0.905 -0.014 0.645
C 6.9239 -22.1209 9.7990 0.661 -0.001 0.416
H 4.7116 -15.8262 10.5945 -0.299 0.138 -0.346
H 4.5737 -18.5606 7.1718 0.199 -1.123 -0.856
O 0.3542 -15.2374 6.4442 -0.099 -0.749 1.271
H 1.7535 -17.8747 12.4489 0.323 -0.188 0.577
H -0.6939 -15.8907 -0.7493 -0.174 0.217 -0.304
H 3.8180 -16.8461 3.2040 -0.356 0.005 0.283
H 1.3299 -25.9932 5.2013 0.445 0.221 0.197
H 1.2632 -20.8137 7.0864 -0.519 -0.474 0.836
N -1.2213 -17.5095 7.9404 -0.537 -0.915 1.726
C -1.7197 -19.5186 9.4247 0.121 -0.961 -1.284
H -0.7727 -14.8636 8.2072 -0.148 -0.283 0.044
O 8.8524 -18.1111 4.3314 -0.822 -0.376 0.881